P | 18
Properties=species:S:1:pos:R:3:lowdin_charge:R:1 method="wB97M-V/def2-TZVPD" smiles=C[NH+](C)[C@@H](O)CI homo_energy_ev=-13.44 total_charge=+1
C 1.07837 0.93609 0.72166 -0.0195
N 0.65382 0.09727 -0.35527 -0.1133
C 1.59583 -1.11988 -0.60083 0.0881
C -0.82685 -0.33343 -0.17734 -0.5053
O -0.73288 -1.01207 0.99595 -0.0359
C -1.79902 0.83331 -0.18807 -0.5855
I -3.77998 0.02926 -0.01014 0.9469
H 0.56050 0.48587 1.64584 0.1508
H 2.05373 0.91065 1.02977 0.0771
H 0.81070 1.98175 0.41721 0.1391
H 0.93836 0.64011 -1.15321 0.1732
H 1.48327 -1.92062 0.02388 0.0821
H 1.38527 -1.43987 -1.58342 0.1016
H 2.55026 -0.76271 -0.50268 0.0815
H -1.06727 -1.00098 -1.07916 0.1695
H -1.67115 -1.35010 1.18108 0.1146
H -1.59422 1.43188 0.65586 0.0309
H -1.63873 1.59348 -1.02113 0.1041

=====

Q | 18
Properties=species:S:1:pos:R:3:lowdin_charge:R:1 method="wB97M-V/def2-TZVPD" homo_energy_ev=-12.40 total_charge=+1
C -0.78547 0.75976 1.53357 -0.0846
C -0.32690 -1.19532 -0.08643 -0.0346
C -0.87916 0.26324 0.14034 -0.3891
C 1.96155 -2.13022 -2.29846 -0.5115
N 0.11334 1.14513 -0.53832 0.1537
O 2.47921 -3.12157 -2.88234 -0.0320
I 2.08034 -0.16473 -3.25105 0.7305
H -1.45727 0.11755 2.15179 0.1108
H 0.20207 0.64923 2.11215 0.1277
H -1.08846 1.82644 1.61827 0.1046
H -0.99914 -1.90631 0.31931 0.0751
H 0.68836 -1.12423 0.32475 0.0927
H -0.29377 -1.54036 -1.15657 0.0658
H -1.81816 0.47867 -0.27829 0.1349
H -0.41922 1.91405 -0.93968 0.1675
H 0.73661 1.54952 0.19802 0.1714
H 0.66204 0.61965 -1.27392 -0.0086
H 2.71344 -3.17086 -3.81515 0.1259

=====

List of relative energies, unit eV: P 0.000; Q 1.358

=====

P | 18
Properties=species:S:1:pos:R:3:lowdin_charge:R:1 method="wB97M-V/def2-TZVPD" smiles="C=CCCNCO" homo_energy_ev=-8.63 total_charge=0
C 1.92810 -2.46739 -0.20838 0.0202
C 1.84486 -1.18175 0.22738 -0.1950
C 0.98428 -0.71241 1.32815 -0.2182
C 0.07149 0.50981 1.13863 -0.2587
N -0.69171 0.43893 -0.07426 -0.0627
C -1.34630 1.60352 -0.60383 -0.3068
O -2.26406 1.33366 -1.66499 -0.0419
H 2.34140 -2.60861 -1.12959 0.0138
H 1.12959 -3.15946 -0.04206 0.0530
H 2.48330 -0.44465 -0.20028 0.0936
H 1.63167 -0.54716 2.23403 0.1229
H 0.31698 -1.60455 1.72132 0.1483
H 0.60333 1.54825 1.10672 0.1348
H -0.47567 0.68032 2.01698 0.0851
H -0.25930 -0.09972 -0.83129 0.1202
H -1.88238 2.08410 0.18097 0.1063
H -0.68552 2.40792 -1.08972 0.1382
H -3.14350 1.49104 -1.41909 0.0469

=====

Q | 18
Properties=species:S:1:pos:R:3:lowdin_charge:R:1 method="wB97M-V/def2-TZVPD" homo_energy_ev=-9.14 total_charge=0
C -1.18100 2.15417 0.26025 -0.0905
C -0.71880 0.72907 0.27867 -0.4378
C 0.03425 0.30379 -1.00518 -0.1829
C 0.57273 -1.06721 -0.95763 -0.0398
C 1.66625 -1.38899 0.00009 -0.4361
O 1.88673 -0.79809 1.07527 -0.0470
N -1.92724 -0.20739 0.36856 0.0441
H -1.92236 2.33222 -0.52041 0.0781
H -0.37861 2.89930 0.20243 0.0805
H -1.71624 2.48921 1.14791 0.0736
H -0.04040 0.56550 1.14238 0.1281
H -0.67997 0.46658 -1.82994 0.1280
H 0.77964 1.11258 -1.16357 0.1393
H 0.50744 -1.79435 -1.75675 0.1177
H 1.95634 -0.85576 -1.07777 0.1943
H 1.87230 -2.48987 0.00772 0.1394
H -1.96469 -0.49304 1.34911 0.0702
H -1.47099 -1.05258 0.02085 0.0408

=====

List of relative energies, unit eV: P 0.000; Q 1.147

=====

P | 18
Properties=species:S:1:pos:R:3:lowdin_charge:R:1 method="wB97M-V/def2-TZVPD" homo_energy_ev=-7.00 total_charge=0
C -1.08890 -0.08288 -1.24615 -0.0565
C 0.31250 0.12090 -0.70539 -0.3713
C 0.73706 1.58185 -0.72498 -0.0576
N 0.42476 -0.37739 0.73020 -0.1761
C -0.53222 -0.14671 1.83850 -0.0945
C 0.53252 -1.85089 0.86753 -0.2755
O 0.18637 -2.59655 -0.00893 0.0725
H -1.80457 0.45403 -0.61688 0.0801
H -1.14874 0.31464 -2.26508 0.0869
H -1.34923 -1.14281 -1.26792 0.0768
H 1.02689 -0.48903 -1.27173 0.1445
H 1.76381 1.71823 -0.36144 0.0811
H 0.69914 1.97297 -1.74667 0.0859
H 0.06054 2.17516 -0.10112 0.0855
H -0.38792 0.83896 2.28417 0.0142
H -1.55363 -0.41303 1.56825 0.0211
H 1.31534 -0.01417 1.07644 0.1591
H 0.84908 -2.10793 1.88378 0.1238

=====

Q | 18
Properties=species:S:1:pos:R:3:lowdin_charge:R:1 method="wB97M-V/def2-TZVPD" homo_energy_ev="-7.51 / -7.51" total_charge=0
C 0.36276 -2.28053 -1.26436 -0.0592
C -0.44929 -1.00800 -1.15379 -0.2804
C -1.27180 -0.61283 0.01909 -0.0565
N -0.04687 -0.08348 -0.10030 -0.1258
C 0.97594 0.58649 0.32660 -0.0626
C 0.93251 1.21327 1.68621 -0.2475
O 0.20133 2.42956 1.72574 -0.0760
H 1.26537 -2.13913 -1.86971 0.0731
H -0.24287 -3.05661 -1.74427 0.0761
H 0.65629 -2.63971 -0.27236 0.0812
H -0.68849 -0.53496 -2.10999 0.1248
H -1.61523 -1.17771 0.87857 0.0884
H -1.94145 1.79721 -0.62889 0.0197
H 1.78517 0.76052 -0.37455 0.1214
H -1.76279 2.50609 -0.79331 0.0509
H 0.52476 0.48817 2.40968 0.1180
H 1.94657 1.46561 2.00836 0.1145
H -0.63190 2.28601 1.25728 0.0400

=====

R | 18
Properties=species:S:1:pos:R:3:lowdin_charge:R:1 method="wB97M-V/def2-TZVPD" smiles="CN=C=O.CCC" homo_energy_ev=-10.36 total_charge=0
C 3.11785 0.64171 -0.15530 -0.0899
N 2.03160 -0.19249 0.27649 0.0613
C 1.33218 -0.35406 1.23895 -0.3358
O 0.58864 -0.60689 2.11638 0.1338
H 2.73408 1.49984 -0.71450 0.0821
H 3.76891 0.06335 -0.81347 0.0779
H 3.69919 1.00225 0.69737 0.0846
C -1.77051 -1.45945 -0.14708 -0.1234
C -1.24552 -0.16470 -0.76614 -0.3277
C -1.61418 1.07010 0.05613 -0.1254
H -1.45325 -1.54542 0.89857 0.0573
H -1.39606 -2.33928 -0.68220 0.0698
H -2.86599 -1.49298 -0.16783 0.0709
H -0.15637 -0.22602 -0.86632 0.0678
H -1.63431 -0.05755 -1.78681 0.0988
H -2.69686 1.24214 0.04538 0.0708
H -1.31001 0.94590 1.10255 0.0598
H -1.12939 1.97356 -0.33217 0.0673

=====

S | 18
Properties=species:S:1:pos:R:3:lowdin_charge:R:1 method="wB97M-V/def2-TZVPD" homo_energy_ev=-8.76 total_charge=0
C 0.66650 -1.93849 -0.94924 -0.0949
C 0.64909 -0.60511 -0.25987 -0.1383
C -0.38853 0.12335 0.18316 -0.3973
C -1.84529 -0.25421 0.18606 -0.0327
N -0.14658 1.36675 0.82835 0.0582
C 0.33684 2.32024 0.14519 -0.2633
O 0.62702 2.33989 -1.16718 0.0432
H -0.32234 -2.28908 -1.25736 0.0647
H 1.29100 -1.87123 -1.84920 0.0725
H 1.12241 -2.70823 -0.31415 0.0754
H 1.63558 -0.18391 -0.06193 0.1138
H -2.42976 0.41045 -0.46188 0.0838
H -2.02129 -1.28776 -0.12041 0.0690
H -2.23110 -0.11944 1.20254 0.0828
H 0.56573 3.27615 0.61190 0.1291
H 0.44474 1.44802 -1.51668 0.0963
H 0.89296 -0.31302 3.10675 0.0294
H 0.72309 0.35344 2.81871 0.0083

=====

List of relative energies, unit eV: P 2.850; Q 4.505; R 0.000; S 1.364

=====

P | 18
Properties=species:S:1:pos:R:3:lowdin_charge:R:1 method="wB97M-V/def2-TZVPD" smiles="[H]/N=C/NC(=C)C1CC1" homo_energy_ev=-8.57 total_charge=0
H 3.31742 -1.00499 0.74068 0.0447
N 2.46853 -0.92925 0.17129 0.0813
C 2.00882 0.25948 0.20891 -0.2765
N 0.91004 0.58781 -0.60250 0.0338
C -0.38608 0.91856 -0.20786 -0.3241
C -0.87726 2.08517 0.26530 0.0723
C -1.40427 -0.18239 -0.47433 -0.2602
C -1.81031 -0.94013 0.75274 -0.1308
C -0.95260 -1.61614 -0.26070 -0.1356
H 2.30070 1.06176 0.96111 0.1371
H 0.95139 0.07373 -1.40112 0.0880
H -0.27751 2.95577 0.28503 0.0417
H -1.92530 2.22100 0.47169 0.0643
H -2.16919 -0.03048 -1.28247 0.1519
H -1.22660 -0.67673 1.65752 0.1199
H -2.87912 -1.14906 0.81551 0.1026
H -1.33455 -2.42405 -0.91298 0.1043
H 0.12298 -1.78421 -0.02082 0.0851

=====

Q | 18
Properties=species:S:1:pos:R:3:lowdin_charge:R:1 method="wB97M-V/def2-TZVPD" homo_energy_ev=-8.25 total_charge=0
C 2.96303 -0.26318 0.17457 -0.3113
C 0.36632 1.95024 0.01166 -0.0111
C 0.53788 0.65385 0.16617 -0.2916
C 0.24139 -1.63858 -0.37031 -0.0591
C -1.64760 0.11028 -0.56846 -0.0489
C 2.07578 0.13177 1.20379 -0.0352
N 3.67051 -0.47457 -0.72521 0.1414
N -0.34475 -0.30418 -0.03144 -0.2361
H -0.31438 2.29368 -0.75078 0.0449
H 1.20627 2.64020 0.17446 0.0620
H 1.05961 -1.58205 -1.17275 0.0992
H 0.68615 -2.22222 0.49205 0.0910
H -0.65938 -2.24779 -0.74388 0.1016
H -1.66966 -0.19537 -1.68786 0.1275
H -2.40761 -0.46897 -0.06740 0.0724
H -1.72611 1.14818 -0.17342 0.0823
H 2.45817 0.97128 1.77876 0.0993
H 1.44103 -0.58536 1.68547 0.0718

=====

List of relative energies, unit eV: P 0.000; Q 1.084

=====

P | 18
Properties=species:S:1:pos:R:3:lowdin_charge:R:1 method="wB97M-V/def2-TZVPD" homo_energy_ev=-9.05 total_charge=0
C 0.32360 0.11459 0.65321 -0.5723
C 0.91261 -1.12569 0.09999 -0.0957
C -0.50087 -1.18932 -0.58682 -0.1722
C -1.01254 -0.43753 0.69982 -0.0881
C -0.97463 1.08446 -1.47127 -0.0858
C 0.29142 0.93388 -0.76328 -0.2210
H 0.75538 0.70158 2.60220 0.0729
H 2.08581 0.85160 1.41596 0.1659
H 1.74408 -1.21429 -0.57736 0.1059
H 1.11368 -1.92172 0.92534 0.1424
H -1.17732 -2.00609 -0.87695 0.1371
H -0.97898 -1.21792 1.50382 0.1405
H -1.84901 0.15245 0.68849 0.0774
H -0.82025 1.74842 -2.32245 0.1082
H -1.91038 1.01846 -1.00970 0.0807
H 1.16966 1.63345 -0.93169 0.1545
N 0.93713 1.01180 1.62175 0.0489
N -0.10940 -0.13813 -1.67104 0.0008

=====

Q | 18
Properties=species:S:1:pos:R:3:lowdin_charge:R:1 method="wB97M-V/def2-TZVPD" smiles="CC1=N[C@@]2(C)C[C@H]2N1" homo_energy_ev=-8.65 total_charge=0
C 2.69636 -0.50382 0.11255 -0.0284
C 1.22166 -0.21881 0.02829 -0.4138
N 0.28241 -1.01207 0.36582 0.1623
C -0.93335 -0.27072 0.14151 -0.4758
C -2.05176 -1.11490 -0.39539 -0.0342
C -1.15488 1.01450 0.91966 -0.0188
C -0.54086 1.07282 -0.48495 -0.2295
N 0.85453 0.98376 -0.63174 0.0672
H 2.86718 -1.51734 0.48348 0.0720
H 3.15140 0.24672 0.79444 0.0817
H 3.16656 -0.44074 -0.93174 0.1030
H -2.53135 -1.81700 0.34473 0.0960
H -2.87174 -0.47163 -0.69146 0.0698
H -1.67647 -1.64609 -1.24842 0.0694
H -2.18325 1.34751 1.06155 0.1007
H -0.55629 1.07134 1.81991 0.1026
H -1.11129 1.43897 -1.30977 0.1301
H 1.37113 1.83748 -0.37847 0.1455

=====

List of relative energies, unit eV: P 3.088; Q 0.000

=====

P | 18
Properties=species:S:1:pos:R:3:lowdin_charge:R:1 method="wB97M-V/def2-TZVPD" homo_energy_ev=-8.56 total_charge=0
H -3.66122 -1.98012 0.21756 0.0357
N -2.93267 -1.31828 0.02652 0.0981
C -3.17793 -0.07337 0.24682 -0.2283
C -2.30148 1.07405 0.13037 -0.1533
N -0.98626 1.03003 0.00231 0.0603
C 0.13926 0.00629 -0.03885 -0.0815
C 1.51603 -0.02517 -0.13290 -0.2967
C 2.18428 1.32435 -0.46009 -0.0536
C 2.25991 -1.30194 0.22375 -0.0560
H -4.23393 0.09704 0.36643 0.0856
H -2.64660 2.07761 0.17730 0.0817
H -0.32184 -1.01735 0.20987 0.0978
H 2.74143 1.23555 -1.37690 0.0640
H 2.85548 1.82357 0.20477 0.0675
H 1.24255 1.77589 -0.79818 0.0615
H 2.26742 -1.27439 1.30299 0.0826
H 3.29024 -1.31701 -0.11912 0.0759
H 1.76535 -2.13675 -0.18264 0.0587

=====

Q | 18
Properties=species:S:1:pos:R:3:lowdin_charge:R:1 method="wB97M-V/def2-TZVPD" smiles="C1C[C@H]2CCNC2=N1" homo_energy_ev=-8.12 total_charge=0
C -1.95599 -0.56553 -0.99844 -0.2107
C -0.61118 -1.42033 -0.68037 -0.1339
C -0.02754 -0.63393 0.51065 -0.1368
C 1.58809 -0.14332 0.37754 -0.1079
C 1.52254 1.22813 0.86728 -0.1799
N 0.09904 1.68450 0.52243 0.0599
C -0.69867 0.68228 0.23447 -0.4997
N -1.72239 0.77382 -0.46201 0.0618
H -2.73351 -1.03383 -0.30005 0.1119
H -2.15742 -0.53035 -2.12516 0.1169
H -0.84465 -2.47644 -0.54846 0.0884
H -0.13824 -1.39546 -1.71427 0.1168
H -0.16294 -1.01727 1.48083 0.1207
H 2.25524 -0.77093 1.00240 0.1216
H 1.80872 -0.04279 -0.61458 0.0752
H 2.22228 1.78633 0.37186 0.0846
H 1.58614 1.17694 1.96422 0.1185
H -0.02952 2.69817 0.11165 0.1928

=====

R | 18
Properties=species:S:1:pos:R:3:lowdin_charge:R:1 method="wB97M-V/def2-TZVPD" smiles="N[C@@]12CC=C[C@@H]1NC2" homo_energy_ev=-8.86 total_charge=0
N 0.78458 1.37024 -1.00801 0.0652
C 0.41423 0.42307 -0.08257 -0.5769
C -0.77077 0.88760 0.83491 -0.1119
C -2.01323 0.06183 0.26327 -0.0845
C -1.55705 -0.92867 -0.50933 -0.0936
C -0.06433 -0.88875 -0.67742 -0.3102
N 0.77717 -1.65753 0.28841 0.0254
C 1.45154 -0.38237 0.81151 -0.0951
H 1.26173 2.22170 -0.54256 0.1276
H 1.45654 0.95648 -1.69442 0.0994
H -1.03817 2.12107 0.90633 0.1602
H -0.66170 0.56440 1.93185 0.1089
H -3.08222 0.40191 0.48906 0.1138
H -2.30473 -1.45945 -1.26147 0.1345
H 0.08910 -1.03940 -1.80459 0.1584
H 1.32505 -2.36063 -0.16748 0.0809
H 2.54671 -0.16634 0.39895 0.1370
H 1.38556 -0.12515 1.82354 0.0608

=====

S | 18
Properties=species:S:1:pos:R:3:lowdin_charge:R:1 method="wB97M-V/def2-TZVPD" homo_energy_ev=-7.75 total_charge=0
H 0.88750 0.33636 2.94889 0.0551
N 0.38203 0.51744 2.08497 0.0412
C -0.06886 -0.53231 1.50836 -0.2201
C -0.76592 -0.50198 0.25935 -0.3226
C -1.24601 -1.80877 -0.31343 -0.0799
C -0.97104 0.66178 -0.41024 -0.1690
N -0.66580 1.87467 0.08802 0.0931
H 0.08270 -1.54269 1.92685 0.1190
H -1.35559 -1.74712 -1.39799 0.0714
H -0.54115 -2.60782 -0.08451 0.0683
H -2.22038 -2.07785 0.10893 0.0745
H -1.45051 0.64831 -1.38263 0.1233
H -0.14322 1.82423 0.96441 0.0402
H -0.57554 2.66684 -0.51727 0.0946
C 2.18397 0.69233 -0.86172 -0.0113
C 2.14767 0.45621 -2.02910 0.0062
H 2.19864 0.90133 0.16846 0.0059
H 2.12152 0.23903 -3.06136 0.0102

=====

List of relative energies, unit eV: P 1.914; Q 0.000; R 1.109; S 0.855